1.
# C38H45ClF3IN3O11S

A cluster of 4 separate species, C38H45ClF3IN3O11S in total (ωB97M-V with the def2-TZVPD basis set, the OMol25 dataset).

Each line ends with the Mulliken charge.
Cartesian coordinates (Å):
C 2.4765 -4.1847 2.2815  -1.501
C 1.6204 -2.8890 2.0623  -0.838
N 1.9541 -2.3085 0.7788  0.519
C 1.1492 -1.6947 -0.1832  -0.154
C -0.2482 -2.3841 -0.1225  -2.367
C -0.4862 -3.7977 -0.6361  -1.117
C -0.0842 -4.9657 0.2505  0.215
O 0.6744 -5.7996 -0.0110  -0.404
O -0.7559 -5.0215 1.4776  -0.474
C 1.8594 -2.0847 -1.5893  1.189
Cl 2.4754 -3.7697 -1.5525  -0.087
C 3.1514 -1.2958 -1.8943  -0.563
C 4.0303 -1.6333 -3.1339  -1.459
C 5.3136 -2.4210 -2.7336  -1.185
I 3.2220 -2.6103 -4.8564  0.109
O 0.8765 -1.9200 -2.5798  -0.507
C 0.3592 -0.6123 -2.6934  1.016
S -1.4064 -0.8982 -3.2488  -0.203
C 1.0154 0.0314 -3.9583  -0.559
C 0.3896 1.3656 -4.3961  -0.713
F -0.2109 1.2008 -5.6343  -0.283
C 0.4819 0.3855 -1.4657  -0.449
F -0.6877 1.0556 -1.3849  -0.512
N 0.9551 -0.1296 -0.1056  2.023
C -0.1399 0.2292 0.8759  -0.881
C 0.1568 -0.0808 2.3386  -0.276
F -0.7102 -1.0271 2.8454  -0.447
N 2.0750 0.6417 0.2364  -0.336
C 3.3328 0.2935 0.8614  0.300
C 4.6040 0.8354 0.1562  -1.621
O 3.5164 -0.2445 1.8719  -0.326
C 1.9893 2.1045 0.4064  0.643
C 1.7706 2.7137 1.7939  -1.486
O 2.1851 2.8415 -0.4577  -0.402
H 3.2966 -3.9648 2.9704  0.418
H 2.9381 -4.5359 1.3599  0.282
H 1.8888 -4.9569 2.7717  0.339
H 0.6016 -3.1655 2.3136  0.575
H 1.9636 -2.2383 2.8795  0.582
H 2.9559 -2.2539 0.6856  0.683
H -0.6845 -2.3224 0.8750  1.000
H -0.9419 -1.7606 -0.7035  0.494
H -0.1506 -4.0289 -1.6421  0.281
H -1.5763 -3.8991 -0.7269  0.716
H -1.6561 -5.3403 1.3157  0.354
H 2.9808 -0.2142 -1.8906  -0.505
H 3.8142 -1.4563 -1.0377  0.669
H 4.4292 -0.6873 -3.4969  0.780
H 6.0487 -2.2191 -3.5140  0.498
H 5.1348 -3.4933 -2.7478  0.350
H 5.7033 -2.0637 -1.7786  0.285
H -1.9213 0.3264 -3.4701  0.209
H 2.0873 0.2061 -3.8216  -0.143
H 0.8959 -0.6779 -4.7695  0.592
H -0.3783 1.7621 -3.7288  0.334
H 1.1465 2.1406 -4.5235  0.386
H 1.1954 1.1015 -1.8668  0.742
H -0.3678 1.2944 0.8676  0.935
H -1.1277 -0.1596 0.6355  0.732
H 1.1805 -0.3888 2.5666  0.151
H -0.0209 0.7990 2.9596  0.170
H 5.2681 -0.0239 0.0701  0.414
H 5.0788 1.5232 0.8552  0.428
H 4.3962 1.2741 -0.8170  0.316
H 0.7041 2.8013 2.0057  0.168
H 2.2997 3.6537 1.8825  0.515
H 2.1762 2.0579 2.5695  0.393
C -2.3026 0.6770 -8.5635  -0.270
C -2.1313 1.9628 -8.2697  -0.266
C -2.8501 3.0253 -9.0147  0.294
O -2.6918 4.1973 -8.7465  -0.537
C -3.7684 2.5986 -10.0990  -0.375
C -3.9399 1.3120 -10.3931  -0.398
C -3.2209 0.2494 -9.6476  0.264
O -3.3774 -0.9232 -9.9122  -0.530
H -1.7860 -0.1120 -8.0312  0.469
H -1.4660 2.2916 -7.4819  0.511
H -4.2843 3.3881 -10.6306  0.413
H -4.6048 0.9815 -11.1808  0.411
C -1.1151 2.6367 6.9034  -0.475
C -0.3059 2.8869 5.8761  -0.120
C 1.0565 2.3147 5.8130  0.443
O 1.7991 2.5444 4.8735  -0.565
C 1.4927 1.4498 6.9351  -0.492
C 0.6888 1.1959 7.9640  -0.438
C -0.6798 1.7696 8.0279  0.330
O -1.4153 1.5369 8.9620  -0.543
H -2.1145 3.0473 6.9684  0.532
H -0.6050 3.5168 5.0467  0.491
H 2.4936 1.0420 6.8678  0.468
H 0.9889 0.5671 8.7929  0.435
C -5.5528 3.2035 4.6146  -0.446
C -6.7714 2.7420 4.3469  -0.358
C -7.3257 1.5685 5.0691  0.288
O -8.4331 1.1461 4.8244  -0.521
C -6.4679 0.9338 6.1013  -0.385
C -5.2495 1.3974 6.3673  -0.288
C -4.6999 2.5672 5.6447  0.415
O -3.5847 2.9906 5.8908  -0.501
H -5.1305 4.0572 4.0995  0.432
H -7.4108 3.1932 3.5988  0.406
H -6.8886 0.0808 6.6183  0.420
H -4.6088 0.9481 7.1163  0.475

Total charge: +1
Kohn-Sham gap (eV): 7.861



2.
# C10H12OS

The molecule C10H12OS (ωB97M-V with the def2-TZVPD basis set, the OMol25 dataset).

Each line ends with the Mulliken charge.
Cartesian coordinates (Å):
C 2.1172 -0.7610 -0.9555  -0.691
C 2.0206 -0.2252 0.4761  -0.772
C 0.9069 0.8462 0.4599  0.075
C 1.1992 1.6925 -0.7784  -1.037
C -0.4840 0.2302 0.5014  0.464
C -1.0653 -0.0152 1.7528  -0.469
C -2.3277 -0.6152 1.8563  -0.542
C -3.0186 -0.9763 0.7060  -0.422
C -2.4305 -0.7396 -0.5449  -0.804
C -1.1757 -0.1384 -0.6486  -0.221
H 1.2979 -1.3907 -1.2085  0.374
H 3.0425 -1.2947 -1.1674  0.449
H 2.9565 0.2601 0.7782  0.363
H 1.8331 -1.0333 1.2184  0.349
H 1.0081 1.4858 1.3601  0.495
H 1.9594 2.4698 -0.5563  0.418
H 0.3313 2.1938 -1.2373  0.431
H -0.5227 0.2715 2.6699  0.311
H -2.7591 -0.8113 2.8358  0.362
H -3.9848 -1.4528 0.7758  0.385
H -3.0066 -0.9964 -1.4490  0.346
H -0.7637 0.0289 -1.6291  0.421
O 0.9061 0.3125 -3.1242  -0.638
S 1.9596 0.6587 -2.0915  0.354

Total charge: 0
Kohn-Sham gap (eV): 9.582
Relative energy (zero: lowest compared OMol25 entry of this formula, charge and spin) (eV): 0.000



3.
# C8H10N4

The molecule C8H10N4 (ωB97M-V with the def2-TZVPD basis set, the OMol25 dataset).

Each line ends with the Mulliken charge.
Cartesian coordinates (Å):
C -3.0060 0.0550 0.7469  -0.834
C -2.5121 -0.8985 -0.3554  -0.414
N -1.0923 -1.3416 -0.2404  -0.260
C -0.2263 -0.2802 -0.4708  -0.084
N -0.6477 0.9107 -0.6080  -0.600
C 0.1696 1.8555 -0.2353  -0.343
C 1.6244 1.8501 -0.0588  -0.788
C 2.0415 0.5332 0.0172  0.461
N 3.3120 -0.0200 0.2810  -0.185
C 3.1238 -1.3523 0.0734  -0.223
N 1.8657 -1.6888 -0.1130  -0.677
C 1.1787 -0.5015 -0.2595  0.964
H -2.4243 1.0750 0.6029  0.166
H -4.0089 0.3901 0.4904  0.353
H -2.9692 -0.4247 1.8371  0.227
H -3.3427 -1.5958 -0.5410  0.411
H -2.3050 -0.2725 -1.1699  0.305
H -0.6266 -2.2359 -0.0336  0.259
H -0.3145 2.8084 -0.1223  0.388
H 2.2262 2.8125 -0.0031  0.292
H 4.0579 0.5472 0.1125  0.216
H 3.8757 -2.2259 0.0498  0.367

Total charge: 0
Kohn-Sham gap (eV): 8.316
SMILES: CCNc1nccc2[nH]cnc12
Relative energy (zero: lowest compared OMol25 entry of this formula, charge and spin) (eV): 1.779



4.
# N3O3

A cluster of 2 separate species, N3O3 in total (ωB97M-V with the def2-TZVPD basis set, the OMol25 dataset).

Each line ends with the Mulliken charge.
Cartesian coordinates (Å):
N 0.7375 -1.6925 0.2186  -0.218
N 0.1287 1.4762 0.1176  0.047
N -0.1108 -1.6872 -0.4789  0.725
O -0.8637 1.4055 0.8373  -0.461
O 1.1446 2.1498 0.5259  -0.565
O -1.0362 -1.6519 -1.2205  -0.529

Total charge: -1
Kohn-Sham gap (eV): 6.969
Relative energy (zero: lowest compared OMol25 entry of this formula, charge and spin) (eV): 1.861



5.
# C42H48NP2Sb2Ti

A structure of composition C42H48NP2Sb2Ti (ωB97M-V with the def2-TZVPD basis set, the OMol25 dataset).

Each line ends with the Mulliken charge.
Cartesian coordinates (Å):
Ti -0.0240 -0.1831 -2.1803  0.379
C -0.1746 -1.7506 -3.9536  -0.354
C -1.3538 -0.9657 -3.9542  -0.654
C -1.0791 0.3843 -4.2528  -0.858
C 0.3171 0.4300 -4.5000  -0.896
C 0.8855 -0.8463 -4.2764  -0.658
H -0.0758 -2.8031 -3.7391  0.504
H -2.3574 -1.3081 -3.8296  0.759
H -1.7833 1.1794 -4.4236  0.605
H 0.9296 1.2899 -4.7358  0.643
H 1.8860 -1.2081 -4.4307  0.869
C 0.1974 -2.2137 1.5801  -1.328
N -1.0137 -1.4341 1.2843  0.792
P -0.8365 0.3221 1.6259  0.808
C -2.2491 0.6882 2.6603  1.124
C -2.8423 -0.2201 3.5232  -0.251
C -3.9180 0.1689 4.2655  -0.983
C -4.4740 1.4244 4.1406  -0.705
C -3.9164 2.3555 3.2229  -0.924
C -2.7747 1.9734 2.5322  -0.635
C 0.5930 0.3847 2.7639  0.018
C 1.7888 0.9190 2.3329  0.564
C 2.9136 0.8486 3.1700  -0.793
C 2.7538 0.3237 4.4558  -0.843
C 1.5438 -0.1644 4.8914  -0.776
C 0.4493 -0.1504 4.0508  -0.748
P -1.5433 -1.4277 -0.3912  0.421
C -3.1359 -0.6009 -0.1275  0.336
C -3.4998 0.4005 -0.9677  0.102
C -4.7323 1.0250 -0.8436  -0.856
C -5.5318 0.6174 0.2035  -0.615
C -5.1762 -0.4155 1.0587  -0.721
C -4.0033 -1.1028 0.8361  -0.504
C -2.0703 -3.1335 -0.7162  0.862
C -2.4926 -3.4659 -1.9915  -0.314
C -2.9561 -4.7236 -2.3132  -0.727
C -3.0333 -5.6817 -1.3110  -0.654
C -2.6023 -5.3690 -0.0304  -0.754
C -2.1235 -4.1222 0.2763  -0.435
H 0.2380 -2.4834 2.6113  0.391
H 1.1505 -1.6819 1.3598  -0.087
H 0.2739 -3.1160 0.9935  0.572
H -2.4462 -1.2131 3.7073  0.387
H -4.3477 -0.6382 4.8509  0.363
H -5.3549 1.6489 4.7007  0.432
H -4.3583 3.3233 3.1940  0.532
H -2.3367 2.7163 1.8533  0.066
H 1.8486 1.3026 1.3211  0.467
H 3.8346 1.2558 2.7962  0.468
H 3.5425 0.3749 5.1604  0.452
H 1.4808 -0.4841 5.9412  0.408
H -0.4880 -0.4629 4.4305  0.488
H -2.8030 0.7300 -1.7300  0.358
H -5.0510 1.8021 -1.5579  0.454
H -6.5211 1.1030 0.3418  0.346
H -5.8679 -0.7057 1.8469  0.486
H -3.7466 -1.9986 1.4051  0.321
H -2.4803 -2.6993 -2.7402  0.177
H -3.3631 -4.9620 -3.2889  0.443
H -3.4953 -6.6288 -1.5353  0.403
H -2.6254 -6.1084 0.7545  0.455
H -1.7890 -3.9483 1.3032  0.289
C 3.1236 -2.7067 -2.5191  -1.403
Sb 2.6091 -1.0481 -1.2838  0.650
C 3.8361 -1.5653 0.3497  -1.442
C 4.0684 0.3848 -2.0447  -1.884
C 4.3688 1.4442 -1.0531  0.662
C 5.3849 1.2351 -0.1549  -0.259
C 5.7753 2.1560 0.8066  -0.832
C 5.0815 3.3278 0.9451  -0.773
C 4.1034 3.6022 -0.0074  -0.631
C 3.7167 2.6743 -1.0015  0.922
C 2.7205 3.1212 -2.0588  -1.474
Sb 0.6532 2.5092 -1.5555  0.424
C -0.4179 3.8946 -2.7075  -1.355
C 0.4126 3.7690 0.1212  -0.924
H 3.7634 -3.4227 -1.9556  0.476
H 3.7131 -2.3739 -3.3294  0.487
H 2.2580 -3.1927 -2.9471  0.309
H 4.8905 -1.6533 0.0163  0.516
H 3.4745 -2.5575 0.7104  0.441
H 3.7776 -0.8982 1.2135  0.305
H 3.7331 0.7459 -2.9745  0.713
H 4.9168 -0.2750 -2.2763  0.685
H 5.9598 0.3112 -0.1994  0.378
H 6.6267 1.9234 1.4513  0.394
H 5.2273 4.1293 1.6570  0.439
H 3.6010 4.5600 0.0699  0.398
H 2.9116 2.7229 -3.0646  0.571
H 2.6212 4.2397 -2.1458  0.647
H 0.2663 4.6942 -3.0059  0.422
H -1.2733 4.2733 -2.1378  0.406
H -0.8330 3.4463 -3.6389  0.312
H 0.4165 4.7918 -0.2794  0.626
H 1.2789 3.6383 0.7783  0.311
H -0.5452 3.5279 0.5960  0.016

Spin multiplicity: 3
Total charge: +1
Kohn-Sham gap (alpha / beta) (eV): 7.316 / 8.089
Relative energy (zero: lowest compared OMol25 entry of this formula, charge and spin) (eV): 0.390



6.
# C33H44BFN6OPbS4

A structure of composition C33H44BFN6OPbS4 (ωB97M-V with the def2-TZVPD basis set, the OMol25 dataset).

Each line ends with the Mulliken charge.
Cartesian coordinates (Å):
Pb 0.0515 -0.5628 -1.1700  1.479
C -3.3757 -2.4542 0.6699  -1.000
C -2.9846 -2.6421 2.1345  1.186
C -3.5596 -3.9657 2.6277  -2.246
C -3.5015 -1.5113 3.0190  -1.356
N -1.4721 -2.7074 2.2480  0.584
C -0.7798 -3.7896 2.7274  -0.075
C 0.5391 -3.4843 2.6756  -1.404
N 0.6567 -2.2180 2.1741  -0.256
B 2.0653 -1.6147 1.9429  1.788
N 2.7202 -2.1723 0.6423  -0.146
C 4.0754 -2.0661 0.4790  -1.398
C 4.3853 -2.5746 -0.7330  -0.097
N 3.2193 -3.0026 -1.3202  0.554
C 2.2045 -2.7550 -0.4647  0.276
S 0.5104 -3.0615 -0.7056  -0.336
C 3.2799 -3.6279 -2.7123  1.041
C 4.2319 -4.8186 -2.6218  -1.554
C 3.8178 -2.5452 -3.6462  -1.415
C 1.9340 -4.1073 -3.2335  -1.996
N 2.0524 -0.0537 1.9577  0.118
C 2.0278 0.5931 3.1719  -1.265
C 2.1596 1.9153 2.9427  -0.477
N 2.2457 2.0944 1.5778  0.522
C 2.1817 0.8780 0.9966  0.218
S 2.2738 0.5776 -0.7105  -0.261
C 2.6251 3.4121 0.9289  1.182
C 1.6965 3.7431 -0.2398  -1.375
C 4.0801 3.3033 0.4830  -1.615
C 2.4925 4.5151 1.9768  -2.137
C -0.5771 -1.7460 1.9173  -0.484
S -0.9505 -0.2044 1.2532  0.259
H -4.4538 -2.5881 0.5818  0.545
H -2.8916 -3.2057 0.0421  0.319
H -3.1317 -1.4604 0.3013  -0.072
H -4.6422 -3.9111 2.5285  0.459
H -3.3375 -4.1466 3.6797  0.503
H -3.2180 -4.8126 2.0316  0.506
H -4.5915 -1.5214 2.9947  0.483
H -3.1690 -0.5337 2.6734  0.175
H -3.1840 -1.6525 4.0528  0.373
H -1.2582 -4.6854 3.0725  0.579
H 1.3958 -4.0713 2.9561  0.652
H 2.7497 -1.9628 2.8644  -0.151
H 4.7111 -1.6427 1.2369  0.651
H 5.3398 -2.6651 -1.2158  0.596
H 5.2404 -4.5324 -2.3265  0.411
H 4.2991 -5.2826 -3.6047  0.452
H 3.8600 -5.5643 -1.9181  0.381
H 4.8211 -2.2195 -3.3729  0.386
H 3.1494 -1.6828 -3.6562  0.253
H 3.8661 -2.9498 -4.6565  0.472
H 1.4775 -4.8579 -2.5905  0.466
H 2.1346 -4.5759 -4.1968  0.570
H 1.2373 -3.2889 -3.3961  0.321
H 1.9441 0.0563 4.1002  0.675
H 2.1942 2.7282 3.6406  0.619
H 1.9065 3.1568 -1.1290  0.404
H 1.8353 4.7936 -0.4921  0.565
H 0.6500 3.5986 0.0415  0.113
H 4.2116 2.5184 -0.2630  0.323
H 4.7325 3.0963 1.3322  0.384
H 4.3905 4.2470 0.0350  0.484
H 1.4863 4.5595 2.3972  0.443
H 2.6893 5.4659 1.4855  0.484
H 3.2181 4.4157 2.7834  0.515
F 0.6114 -0.7616 -3.0815  -0.667
O -1.4320 0.9577 -1.6871  -0.730
S -1.7453 2.1672 -0.7544  0.881
C -1.9720 3.5010 -1.8896  0.473
C -2.0646 3.2479 -3.2494  -0.191
C -2.2535 4.3256 -4.1030  -0.810
C -2.3476 5.6132 -3.5943  -0.502
C -2.2506 5.8429 -2.2270  -0.842
C -2.0482 4.7826 -1.3595  -0.306
C -3.3930 1.8690 -0.1792  0.614
C -4.2601 1.0921 -0.9351  -0.647
C -5.5326 0.8540 -0.4416  -0.806
C -5.9189 1.3892 0.7823  -0.489
C -5.0388 2.1673 1.5218  -0.775
C -3.7564 2.4047 1.0470  -0.316
H -1.9895 2.2387 -3.6282  0.430
H -2.3233 4.1567 -5.1689  0.447
H -2.4919 6.4467 -4.2682  0.427
H -2.3272 6.8489 -1.8381  0.433
H -1.9589 4.9538 -0.2929  0.437
H -3.9485 0.6944 -1.8922  0.487
H -6.2275 0.2559 -1.0158  0.473
H -6.9150 1.2000 1.1599  0.460
H -5.3484 2.5866 2.4693  0.445
H -3.0555 2.9965 1.6240  0.425

Total charge: +2
Kohn-Sham gap (eV): 6.501



The records above yield max |F| values of 4.845 1.151 5.425 2.141 2.486 1.414 eV/Å, respectively.
The records above yield E_tot values of -3922.03129 -861.65633 -529.80649 -389.89823 -3696.41901 -3597.65694 Ha, respectively.